C8H8LiN2O5S2 | the ωB97M-V functional and the def2-TZVPD basis

Output
* 2S+1: 1
* LUMO energy: 2.76 eV
* charge: -1

Structure (XYZ):
```
26
Properties=species:S:1:pos:R:3:forces:R:3:lowdin_charge:R:1
C -1.121 -1.165 0.978 -0.20 -0.06 -0.13 -0.3507
H -1.010 -0.969 3.112 0.00 -0.01 -0.05 0.0827
C -1.734 -0.861 2.302 -0.02 -0.06 -0.06 -0.0006
H 0.810 -2.315 -2.811 -0.16 0.00 -0.22 0.0545
Li -0.700 1.677 -0.648 -0.27 0.11 0.44 0.5633
H -0.773 -3.268 1.082 0.00 -0.06 0.05 0.1635
C 0.341 -3.505 -1.354 0.05 -0.07 0.14 -0.5130
H 2.403 2.120 -0.633 -0.09 0.02 0.01 0.0886
C 2.092 2.929 0.027 -0.24 -0.06 -0.12 -0.1169
C 0.096 -0.235 -2.257 0.20 0.20 -0.15 -0.5759
O 0.290 -4.582 -0.786 -0.04 0.05 -0.05 0.0623
N -0.899 -0.292 0.023 0.36 0.06 -0.09 0.1147
H 2.622 2.889 0.969 0.07 -0.03 0.22 0.0532
N -0.734 -2.400 0.576 0.16 0.01 0.17 0.1683
H 2.288 3.890 -0.446 -0.03 0.08 0.01 0.0846
S -1.664 3.180 1.116 0.01 -0.13 -0.10 0.4471
C -0.188 -2.300 -0.678 -0.10 0.10 -0.02 -0.0907
O 0.853 -3.322 -2.540 0.11 -0.05 0.02 0.1120
H -2.084 0.169 2.291 0.02 0.00 -0.01 0.0622
C 0.000 3.483 1.187 0.18 0.20 -0.15 -1.4166
S 0.797 4.539 2.197 0.08 -0.22 -0.16 0.5092
H -2.574 -1.531 2.502 0.03 0.05 0.02 0.0785
C -0.298 -0.977 -1.008 -0.21 0.05 -0.04 -0.1247
O 0.686 2.748 0.224 0.05 0.22 0.32 -0.3921
O 0.613 -0.906 -3.190 -0.12 0.19 0.37 0.0126
O -0.113 1.003 -2.236 0.16 -0.61 -0.41 -0.0761
```
Forces are in eV/Å.



C8H8N2 | the ωB97M-V functional and the def2-TZVPD basis

Output
* 2S+1: 3
* LUMO energy (alpha / beta): 1.09 / -0.81 eV
* expectation value of S²: 2.01

Structure (XYZ):
```
18
Properties=species:S:1:pos:R:3:forces:R:3:lowdin_spin:R:1
H -1.637 2.335 -0.407 -0.30 1.94 -0.46 0.0016
C 4.382 0.510 0.339 1.30 -4.93 2.47 0.8149
H -1.754 -2.463 0.728 -0.54 -3.02 0.80 0.0014
N 0.726 0.585 0.135 1.15 1.32 -0.35 0.0950
N 0.693 -0.887 0.370 1.08 -1.26 0.13 0.0817
H -4.031 -1.250 0.170 0.71 0.28 0.17 0.0002
C -0.705 0.557 -0.038 1.44 -2.65 -0.14 0.0361
C -1.862 -1.507 0.407 -1.84 0.61 -0.06 0.0047
H 1.318 -0.538 -1.834 -0.32 0.38 0.55 0.0509
H -3.860 1.010 -0.601 -0.34 0.54 0.53 0.0002
C -1.754 1.320 -0.243 -1.43 -0.25 0.36 0.0062
H 5.120 -0.390 0.350 -1.75 1.33 -0.14 0.0443
C -3.039 -0.767 0.194 -0.50 1.46 -0.69 0.0016
H 4.768 1.258 -0.171 1.30 3.64 -2.73 0.0707
H 3.991 0.748 1.300 -0.72 0.01 0.45 0.0555
C 1.373 -0.298 -0.761 -1.44 -0.66 0.64 0.7002
C -0.761 -0.838 0.204 2.77 3.36 -0.96 0.0339
C -2.968 0.617 -0.143 -0.56 -2.10 -0.57 0.0010
```
Forces are in eV/Å.



C8H8N2O | the ωB97M-V functional and the def2-TZVPD basis

Output
* 2S+1: 1
* LUMO energy: 0.76 eV
* SMILES string: Oc1ncc[nH]1.C#CC#CC

Structure (XYZ):
```
19
Properties=species:S:1:pos:R:3:forces:R:3:lowdin_charge:R:1
C 2.559 -0.900 -0.281 -0.60 0.77 0.29 -0.1586
C -1.649 0.026 -0.473 -0.03 0.06 -0.24 -0.5020
C -1.024 -1.637 0.774 -0.26 -0.53 0.83 -0.1273
H 1.430 3.578 -0.212 -0.05 -0.01 0.04 0.0786
H -1.362 -0.518 2.645 -0.04 0.12 -0.30 0.0936
C 2.200 0.442 -0.114 0.49 -1.58 -0.22 -0.0587
H -2.458 1.496 -1.302 0.26 -0.31 -0.11 0.1203
O -1.975 0.704 -1.594 -0.06 0.12 0.15 0.0809
H -0.648 -2.627 1.009 -0.16 0.30 0.04 0.1038
N -1.712 0.498 0.734 -0.56 -0.32 0.29 0.0972
C 2.659 -2.097 -0.339 0.59 -0.74 -0.55 0.0958
N -1.252 -1.273 -0.540 0.18 0.58 0.16 0.1233
C 1.029 2.752 0.381 -0.21 0.58 -0.01 -0.0922
H 1.119 3.023 1.439 0.02 -0.14 -0.20 0.0876
H 2.882 -3.140 -0.544 -0.23 0.75 0.32 0.0371
H -1.022 -1.821 -1.360 -0.15 0.38 0.25 0.1612
H -0.041 2.646 0.153 0.29 -0.06 0.09 0.0669
C -1.396 -0.580 1.564 0.90 -0.32 -1.08 -0.1343
C 1.729 1.522 0.082 -0.40 0.35 0.25 -0.0731
```
Forces are in eV/Å.



C8H8N2O | the ωB97M-V functional and the def2-TZVPD basis

Output
* 2S+1: 1
* LUMO energy: 0.75 eV
* SMILES string: c1ncc2c(n1)OCC21CC1

Structure (XYZ):
```
19
Properties=species:S:1:pos:R:3:forces:R:3:lowdin_charge:R:1
N -2.002 -2.185 0.133 -0.46 2.93 0.14 0.0667
C 2.005 0.094 -0.864 -1.11 -1.90 1.38 -0.0663
C 2.154 -0.031 0.616 0.84 4.11 1.44 -0.0757
N -2.773 0.105 -0.160 1.04 3.30 -0.08 0.1543
H 2.141 -1.006 1.025 0.01 -0.76 0.41 0.0829
C -1.527 0.541 -0.074 1.37 -5.64 0.98 -0.3088
C -0.718 -1.708 0.214 0.46 -2.46 -0.06 -0.1154
H 0.511 2.453 -0.879 0.75 0.73 -1.12 0.1049
C 0.226 1.920 -0.022 1.49 0.13 2.99 -0.0514
H -3.943 -1.443 0.134 -0.73 -0.67 -0.36 0.0957
C -2.927 -1.161 -0.005 1.10 -4.15 0.85 -0.2198
O -1.165 1.749 -0.153 -0.79 3.03 -0.36 0.0588
H 0.070 -2.536 0.315 -1.05 1.35 -0.16 0.1357
C -0.393 -0.394 0.170 -1.55 3.04 -1.71 -0.0557
H 0.420 2.624 0.922 -0.32 -1.73 -1.82 0.1735
C 0.848 0.471 0.008 -0.90 0.08 1.00 -0.3123
H 1.797 -0.922 -1.078 0.27 -0.80 -1.76 0.0937
H 2.732 0.751 1.250 -0.88 -1.47 -1.30 0.1376
H 2.543 0.679 -1.552 0.47 0.87 -0.46 0.1016
```
Forces are in eV/Å.



C8H8N2O | the ωB97M-V functional and the def2-TZVPD basis

Output
* 2S+1: 1
* LUMO energy: 0.39 eV

Structure (XYZ):
```
19
Properties=species:S:1:pos:R:3:forces:R:3:lowdin_charge:R:1
C 2.927 0.705 -0.026 3.11 5.68 1.39 -0.2005
N -0.901 0.940 -0.100 1.45 4.38 -0.32 0.1243
N -0.532 -1.293 0.182 -2.10 4.16 -1.58 0.1415
O -3.517 0.675 -0.083 -2.74 -1.78 -5.68 -0.1989
H -1.147 1.944 -0.371 -0.73 -2.45 0.84 0.2055
C 3.057 -0.609 -0.130 2.73 -4.65 -0.09 -0.1340
H 1.710 -2.239 -0.274 0.26 -4.56 -0.18 0.0711
C -1.512 -0.228 0.028 2.71 -8.11 1.02 -0.2655
C 0.694 -0.613 0.004 -2.29 -1.71 0.09 -0.2603
H 3.920 -1.332 -0.004 -0.21 1.89 -0.71 0.1420
C 1.927 -1.286 -0.113 -3.49 2.51 0.43 -0.0463
H -3.382 -1.537 -0.483 0.54 0.83 0.98 0.1285
H 3.816 1.447 0.147 -1.28 -2.05 -0.37 0.1286
C 1.763 1.393 0.125 -0.42 4.38 2.13 -0.0513
C 0.483 0.745 -0.046 2.18 -0.45 0.49 -0.1851
H -3.210 -0.609 1.332 0.41 -1.89 -2.32 0.1587
C -2.998 -0.709 0.168 1.70 5.20 2.72 -0.1107
H 2.149 2.461 0.833 -2.40 -2.68 -2.87 0.1851
H -3.739 0.555 -1.146 0.59 1.29 4.04 0.1672
```
Forces are in eV/Å.



C8H8N2O | the ωB97M-V functional and the def2-TZVPD basis

Output
* 2S+1: 1
* LUMO energy (alpha / beta): -0.69 / -0.69 eV
* SMILES string: CC(C)=C1C(=O)[C@@H]1/C=N\C#N

Structure (XYZ):
```
19
Properties=species:S:1:pos:R:3:forces:R:3:lowdin_charge:R:1
C 2.104 -1.868 -0.932 0.87 -0.55 -0.55 -0.1063
H -0.894 -1.470 0.554 0.41 -0.62 -0.54 0.0817
H -1.626 1.864 -0.096 0.38 0.24 0.66 0.0838
N 1.484 -1.619 -2.017 -0.33 -0.88 -0.86 0.1003
C 1.330 0.170 0.275 -3.67 1.60 -0.55 -0.1241
H 2.706 -2.798 -1.058 -0.16 0.79 0.83 0.1350
H -0.561 1.697 -1.436 0.72 0.91 1.91 0.1019
C 2.160 -1.016 0.227 1.47 -2.85 1.57 -0.1224
C -1.133 -0.459 0.265 -2.64 -1.62 0.06 -0.0735
H -1.904 -0.428 -0.616 1.72 -0.09 1.52 0.1399
H -1.731 -0.164 1.145 0.17 0.45 -0.24 0.1038
H 0.118 2.520 0.271 -1.04 -0.05 -1.27 0.1166
C -0.547 1.786 -0.266 0.94 0.52 -1.24 -0.0523
O 3.582 1.224 0.031 0.99 0.54 -0.61 0.1762
C 2.630 0.546 0.007 -1.23 -0.50 1.41 -0.2419
C -0.034 0.459 0.106 2.10 0.49 0.47 -0.2952
H 2.492 -1.585 1.168 -0.34 1.19 -1.26 0.1587
N -0.265 0.050 -2.518 0.89 -1.23 -0.46 0.1468
C 0.572 -0.705 -2.209 -1.25 1.65 -0.87 -0.3290
```
Forces are in eV/Å.



C8H8N2O3S | the ωB97M-V functional and the def2-TZVPD basis

Output
* 2S+1: 1
* LUMO energy (alpha / beta): -0.09 / -1.56 eV

Structure (XYZ):
```
22
Properties=species:S:1:pos:R:3:forces:R:3:lowdin_charge:R:1
C 0.195 -2.575 0.226 0.98 -1.45 -0.91 -0.1082
C 0.986 2.722 0.011 -3.35 0.17 -0.21 -0.0286
C -1.525 0.168 -0.877 -0.90 -0.59 -0.46 -0.4118
H 1.063 3.116 0.971 0.46 0.06 2.11 0.0566
O -0.702 -0.889 1.585 -0.13 0.69 0.61 0.0871
N 1.092 -1.770 -0.311 -0.15 4.02 -0.64 0.1090
H 1.761 2.123 -0.288 2.25 -1.00 -0.64 0.0524
H 1.785 -1.954 -1.059 -1.16 -0.50 0.93 0.1322
H -2.002 -2.658 2.425 -0.63 0.55 0.74 0.1124
O -1.454 -3.011 1.739 -0.03 -1.03 -0.18 0.1194
O -1.630 -3.175 -2.609 0.40 -1.21 0.08 0.1047
N -0.252 0.702 -0.648 0.16 -2.06 -0.81 0.0294
H -3.546 0.942 -0.944 -0.84 -0.27 0.27 0.0725
C -0.685 -2.043 1.241 0.36 -0.49 -0.70 -0.5835
H 0.337 -3.648 0.020 -0.60 0.54 0.39 0.1419
C -1.868 -1.091 -1.411 0.99 0.07 0.70 0.0594
H 0.721 -0.688 -0.303 1.36 -2.41 -0.10 0.1260
H 0.866 3.642 -0.535 0.05 0.02 -0.97 0.0798
C -2.556 1.021 -0.582 1.47 1.32 0.61 -0.3245
S -1.927 2.466 0.144 0.67 -0.45 -0.53 1.0209
C -0.256 1.844 -0.133 -0.86 2.63 0.47 -0.5574
C -1.612 -2.248 -1.893 -0.50 1.41 -0.75 -0.2897
```
Forces are in eV/Å.



C8H8N2O3S2 | the ωB97M-V functional and the def2-TZVPD basis

Output
* 2S+1: 1
* LUMO energy (alpha / beta): -0.42 / -0.42 eV

Structure (XYZ):
```
23
Properties=species:S:1:pos:R:3:forces:R:3:lowdin_charge:R:1
S 0.150 -0.647 -1.924 2.16 3.39 1.07 0.6509
O -0.349 -3.676 -2.072 0.39 -0.39 -0.63 0.1128
H -3.341 0.125 0.836 2.78 -0.86 0.21 0.1486
H 2.872 2.562 1.171 -0.88 0.20 0.10 0.0773
C -0.958 -2.707 -1.745 -0.55 -0.86 2.14 -0.5820
N -2.590 -1.381 -1.324 -0.10 1.44 3.42 0.0434
S 0.802 1.554 0.082 1.16 -0.06 -0.03 1.0570
C 3.327 1.093 -0.246 -0.27 -0.23 0.52 -0.1816
H -1.672 0.841 0.761 -0.04 0.42 -1.43 0.0266
H -1.733 -0.315 1.716 0.25 -1.71 2.63 0.0467
C 1.303 0.317 -1.021 0.30 -0.21 0.91 -0.5913
C -1.834 -1.121 -0.251 -1.48 1.39 -0.86 -0.2823
O 0.978 -1.314 -2.845 0.49 -1.66 -1.07 -0.2344
H 0.151 -1.961 0.268 -1.21 0.36 -2.00 0.1963
N -2.118 -2.185 -2.197 -0.69 -1.96 -3.34 0.0988
H -3.533 -1.039 -1.435 -0.06 0.10 -0.14 0.1844
H 3.178 -0.554 -1.625 -0.10 -0.26 -0.28 0.1215
H 4.390 1.049 -0.238 0.61 0.57 0.50 0.1084
C -0.602 -1.724 -0.590 2.65 -1.46 1.40 -0.1574
O -0.776 0.343 -2.352 -1.54 0.39 -0.38 -0.2807
C 2.457 1.837 0.479 0.75 0.95 0.41 -0.3876
C -2.161 -0.129 0.803 -3.35 1.54 -1.67 -0.0245
C 2.664 0.176 -1.029 -1.28 -1.06 -1.49 -0.1510
```
Forces are in eV/Å.



C8H8N2S | the ωB97M-V functional and the def2-TZVPD basis

Output
* 2S+1: 1
* LUMO energy: -0.93 eV
* SMILES string: NC=C=N[C@H]1C=CC=CC1=S

Structure (XYZ):
```
19
Properties=species:S:1:pos:R:3:forces:R:3:lowdin_charge:R:1
H -2.964 -0.296 2.090 -2.13 -0.49 2.22 0.0775
C -1.958 -0.374 -1.039 -2.88 -3.52 -0.48 -0.0452
H 2.729 -1.170 0.852 0.67 -0.12 0.38 0.1121
H -1.194 0.854 2.533 0.68 0.30 -0.60 0.1159
C -1.343 0.607 1.477 -0.49 0.78 1.66 -0.1626
H 3.446 0.833 -1.177 0.21 -0.17 -0.03 0.0910
C -0.671 0.220 -0.863 0.81 2.27 -0.03 -0.3458
H -0.510 0.972 -1.642 0.25 -0.18 -0.15 0.1493
N 3.778 0.061 -0.603 2.22 1.69 -0.14 0.0332
S 1.050 1.619 0.767 -1.60 -0.56 -0.62 0.7272
C 1.569 -0.720 -0.756 3.79 0.24 2.68 -0.1878
H -2.139 -0.921 -2.037 0.21 1.13 1.55 0.1392
C 2.738 -0.588 -0.045 -3.62 -0.66 -1.01 -0.2615
C -2.829 -0.613 0.013 5.08 3.77 -1.92 -0.0335
C -2.514 0.033 1.240 0.78 -1.51 -0.99 -0.0827
H 4.501 0.439 0.026 -0.68 -0.61 -0.29 0.1088
C -0.464 0.883 0.439 3.54 0.75 0.10 -0.6455
N 0.480 -0.798 -1.184 -2.83 -0.81 -1.60 0.1599
H -3.705 -1.045 -0.089 -4.00 -2.32 -0.73 0.0504
```
Forces are in eV/Å.



C8H8N2S3 | the ωB97M-V functional and the def2-TZVPD basis

Output
* 2S+1: 1
* LUMO energy (alpha / beta): -0.88 / -1.69 eV

Structure (XYZ):
```
21
Properties=species:S:1:pos:R:3:forces:R:3:lowdin_charge:R:1
S 2.540 2.617 0.390 0.18 0.58 0.24 0.7425
H -2.275 -2.294 -0.584 -0.29 -0.67 -0.67 0.0863
N 1.509 -0.019 0.424 2.48 0.00 -0.32 -0.0310
H -2.465 1.898 0.373 0.12 -0.43 0.20 0.1016
C -1.925 0.953 0.276 0.27 -1.05 -0.60 -0.0477
C -0.541 0.905 0.533 -1.86 3.27 -0.29 -0.0384
H 0.042 1.835 0.853 -1.16 -1.50 -0.40 0.0935
C -0.400 -1.396 -0.075 -1.38 -1.88 -3.35 -0.0141
C 0.194 -0.190 0.172 0.70 -1.08 1.85 -0.3485
S 4.151 0.384 -0.886 0.33 -0.50 0.05 0.8775
S 4.727 -2.281 0.453 -1.35 1.53 -0.70 0.5375
N 2.331 -1.067 0.398 -0.52 -0.23 -0.30 -0.0869
C 3.642 -1.026 0.056 1.18 -0.36 0.53 -1.1042
H 1.975 -2.004 0.418 -0.33 -0.57 0.33 0.1101
C -1.792 -1.366 -0.407 0.60 0.26 1.58 -0.0777
H 0.220 -2.283 -0.493 -1.22 1.39 1.18 0.1408
C -2.589 -0.228 -0.229 1.59 1.39 0.38 -0.0660
H 2.696 1.905 -1.898 -0.22 0.35 -0.46 0.0015
H -3.644 -0.169 -0.526 0.53 -0.29 0.29 0.1038
C 2.887 1.572 -0.902 0.43 -0.62 -0.04 -0.8798
H 2.401 1.537 1.188 -0.06 0.42 0.47 -0.1008
```
Forces are in eV/Å.



Relative energy (zero: lowest compared OMol25 entry of this formula, charge and spin) (computed, eV): 0.079; 4.608; 4.454; 3.276; 5.905; 5.509; 3.134; 2.100; 5.218; 1.820